The following is a quantum chemistry calculation of a molecular structure, C30H42HgN10O3PS4 in a non-equilibrium geometry, from the Open Molecules 2025 dataset.

Geometry as ORCA input:
```
! wB97M-V def2-TZVPD RIJCOSX def2/J DEFGRID3
* xyz 2 2
Hg -0.1500 -0.1396 0.4324
S 2.2563 1.8518 0.2465
S 0.0535 -3.2674 0.2306
S 2.8760 -1.4381 -0.2561
S -0.5547 -0.7914 2.6888
P -1.6669 3.4305 -0.6797
O -3.3210 -4.9699 -2.1770
O -1.0397 4.7538 -0.4175
O -1.1462 2.1896 -0.0276
N -3.5779 -7.1016 -1.7194
N -0.0463 3.4455 -2.6851
N 0.7926 -0.3018 -4.0365
N -2.7208 -6.9854 -2.8050
N -2.7511 -0.6933 -0.1236
N -4.7085 -1.3452 0.5751
N -3.2643 3.7138 1.3387
N -0.0055 -0.0606 -1.9602
N -0.4423 -0.8345 -3.9418
N -4.9708 -0.4625 -0.4100
C -1.5236 3.2269 -2.5015
C -3.9042 -5.9039 -1.3842
C 2.1513 2.0540 3.0310
C -5.2671 -6.3446 0.6375
C -5.9706 -5.8657 1.7305
C -0.0853 -3.4876 2.0231
C -5.7664 -2.1081 1.2362
C -5.5986 -3.5961 1.0121
C -1.7923 -3.6584 -4.1005
C -1.0053 -5.7772 -4.9333
C -4.7253 -5.4403 -0.2692
C 3.7057 -0.4172 0.9850
C -1.0071 -2.9905 -5.0300
C -3.4261 3.5655 -0.1513
C 1.0296 0.1363 -2.8253
C -4.9147 -4.0741 -0.0939
C 0.3951 -2.3247 2.8806
C -1.7879 -5.0453 -4.0426
C -1.0575 -1.4858 -5.1080
C -6.1208 -4.4996 1.9299
C 2.8755 -3.0674 0.5142
C 2.3691 2.9078 1.9121
C 1.7285 -3.9121 -0.0180
C -2.5989 -5.7273 -3.0378
C 3.8306 0.9714 0.3828
C -0.9093 -0.6865 -2.7061
C -3.7700 -0.0933 -0.7923
C -3.3907 -1.4747 0.7310
C -0.2214 -5.1104 -5.8580
C -0.2158 -3.7207 -5.9058
H 1.1517 1.8161 3.3696
H -6.7047 -1.7362 0.8275
H 1.5884 3.6113 1.6542
H -2.9356 -2.1208 1.4643
H 4.5275 1.5786 0.9604
H -3.9154 4.4571 -0.5360
H 0.4721 -4.3940 2.2681
H -2.4338 -3.1083 -3.4221
H -1.8735 -1.0239 -2.3690
H -2.6672 4.5299 1.5237
H 1.8143 -4.0417 -1.0989
H 0.4039 -3.2095 -6.6320
H -1.0307 -6.8575 -4.8922
H -2.0880 -1.1384 -5.1853
H 0.2309 3.5934 -3.6567
H 0.3887 -5.6732 -6.5506
H -4.5057 -3.3933 -0.8286
H 4.2286 0.9012 -0.6312
H 2.9757 1.5601 3.5238
H -1.7960 2.2401 -2.8670
H -6.3946 -6.5603 2.4422
H -2.0560 4.0058 -3.0432
H 4.6969 -0.8275 1.1843
H 3.1166 -0.4106 1.9034
H -0.5023 -1.1254 -5.9699
H 3.3682 3.3053 1.7722
H -4.1479 3.8186 1.8402
H -4.0155 2.6724 -0.3491
H 1.9648 0.5967 -2.5489
H -3.6222 0.6074 -1.5999
H 0.2130 4.2672 -2.1128
H -5.1241 -7.4049 0.4812
H 2.8500 -2.9586 1.5963
H 1.7697 -4.9033 0.4354
H -1.1387 -3.6874 2.2252
H -2.7504 2.8972 1.6930
H -5.7463 -1.8920 2.3043
H 0.2416 -2.5960 3.9274
H 1.4553 -2.1253 2.7527
H -6.6491 -4.1407 2.8051
H 3.8098 -3.5630 0.2439
H 0.4695 2.6413 -2.3045
*
```

highest occupied orbital energy (alpha / beta)	-12.46 / -12.49	eV
LUMO (alpha / beta)	-5.011 / -5.032	eV
orbital gap (alpha / beta)	7.444 / 7.453	eV

Here are the Löwdin charges for atoms 1 to 4, given in e: atom 1 (Hg): 0.760, atom 2 (S): 0.746, atom 3 (S): 0.782, atom 4 (S): 0.833

---

The following is a quantum chemistry calculation of a molecular structure, C30H42MgN2O2P2 in a non-equilibrium geometry, from the Open Molecules 2025 dataset.

Geometry as ORCA input:
```
! wB97M-V def2-TZVPD RIJCOSX def2/J DEFGRID3
* xyz 0 1
P 0.2811 -2.5006 -4.5486
P 0.2816 1.4873 -4.0013
Mg 2.1614 -0.0327 0.7358
O 1.6199 1.9407 1.4237
O -0.2720 -1.2913 3.9872
N 0.3717 2.0397 3.4635
N 0.9944 0.0801 2.5737
C 0.6053 -1.0023 -2.1983
C 3.5058 1.4102 7.2402
C 2.5435 2.4287 7.1651
C -1.1919 1.2708 5.2175
C -0.8899 -3.6947 -5.2475
C 1.3312 1.1391 5.5063
C -2.5437 -1.9004 -2.2054
C -0.0567 -2.3402 -2.7957
C 1.0453 1.4296 2.4319
C -1.4038 0.8757 6.5417
C 0.0529 -0.9519 -5.4785
C -2.8319 -1.1212 -3.5114
C 0.2539 -0.2239 3.7030
C 1.6130 2.4503 -3.2932
C -3.4095 2.2418 5.1667
C -0.7521 2.5515 -5.0623
C -2.2163 1.8965 4.5091
C -0.3745 0.0684 -1.7568
C -2.1157 0.1250 -3.7723
C 0.1587 1.0735 4.5265
C 0.9803 0.2484 -5.1786
C 1.7897 -2.0875 0.8206
C -2.5890 1.2217 7.1999
C 1.4523 2.2905 6.2997
C 2.2610 0.1083 5.6186
C 3.3523 0.2450 6.4849
C 1.9316 -3.1108 -4.9015
C -1.3518 -2.7175 -2.2560
C -1.1368 0.8132 -2.9367
C -3.5884 1.9224 6.5190
H 2.6326 3.3369 7.7699
H -1.6236 2.0216 -5.4605
H -4.1939 2.7580 4.6115
H 2.2300 -3.8436 -4.1406
H -3.3749 -2.6066 -2.0655
H 4.0753 -0.5676 6.5472
H -2.6055 -1.7874 -4.3636
H -4.5061 2.2092 7.0380
H 0.6756 3.0636 6.2737
H -0.9543 -4.5790 -4.5999
H 4.3665 1.5219 7.9008
H 2.7170 -2.6607 0.6775
H -0.5292 -4.0121 -6.2371
H -2.5263 0.6649 -4.6439
H 1.5244 -2.1325 1.9009
H 1.9939 -0.0579 -4.8768
H -1.0012 -0.6542 -5.3105
H -2.7206 0.9364 8.2401
H -1.4364 -3.7547 -1.9199
H 2.5041 1.8247 -3.1391
H -0.1790 2.9365 -5.9117
H 1.0937 0.7912 -6.1304
H 0.1729 0.8208 -1.1518
H 0.6640 -3.1224 -2.4736
H 1.3750 -0.5705 -2.8738
H 1.1864 -1.3349 -1.3120
H -2.0745 2.1543 3.4553
H 1.2978 2.8787 -2.3338
H -1.1162 3.3839 -4.4492
H 1.9176 -3.6018 -5.8869
H 0.0818 -1.2348 -6.5430
H 0.9586 -2.5620 0.2744
H 2.1274 -0.8274 5.0732
H 0.5453 3.0198 3.6611
H -1.0627 -0.3726 -1.0344
H 2.6552 -2.2846 -4.8951
H -3.9189 -0.9223 -3.5779
H 1.8571 3.2609 -3.9980
H -0.6255 0.3189 7.0604
H -1.9042 -3.2852 -5.3426
H -2.5989 -1.2302 -1.3339
H -1.5629 1.7192 -2.4686
*
```

highest occupied orbital energy	-4.22	eV
LUMO	-0.688	eV
orbital gap	3.527	eV

Here are the Löwdin charges for atoms 1 to 4, given in e: atom 1 (P): 0.916, atom 2 (P): 0.937, atom 3 (Mg): 0.950, atom 4 (O): -0.074

---

The following is a quantum chemistry calculation of a molecular structure, C30H42N7NdOP in a non-equilibrium geometry, from the Open Molecules 2025 dataset.

Geometry as ORCA input:
```
! wB97M-V def2-TZVPD RIJCOSX def2/J DEFGRID3
* xyz 3 4
Nd 0.4810 0.7431 0.0361
P 2.3769 0.8314 -2.3524
O 1.8090 -0.2068 -1.3962
N 3.0874 0.2156 -3.6589
N 0.1539 -1.5576 0.9061
N 3.4012 1.8122 -1.5172
N -1.4184 0.6260 1.8637
N -1.1562 2.6374 -0.0498
N 1.3383 0.7047 2.5134
N 0.9861 1.8172 -2.6259
C 0.1378 3.0034 -4.5598
C 2.4842 -0.9977 -4.2962
C 4.1371 -0.0463 -5.7563
C 3.1101 2.0593 -0.1020
C 0.7900 1.1476 4.7996
C -1.7276 4.8744 -0.7087
C -0.8791 3.7876 -0.6937
C 1.0984 -2.4728 0.6149
C -1.7024 -0.7680 2.2827
C -2.6339 1.2616 1.3117
C -2.9138 4.8016 0.0083
C -1.0045 2.2479 -3.8779
C 2.5614 0.3261 2.9263
C 4.4520 2.7421 -2.0084
C 0.6364 -3.7246 2.5843
C 0.4541 1.0742 3.4577
C -3.1969 3.6372 0.7076
C 1.3675 -3.5630 1.4167
C -2.3149 2.5740 0.6396
C 2.0698 0.8024 5.2035
C 2.9677 0.3572 4.2431
C -0.2739 1.1613 -3.1005
C 4.6837 3.6873 -0.8274
C -0.3458 -2.7933 2.8895
C -0.5635 -1.7296 2.0327
C 4.2818 0.6698 -4.4191
C 3.4947 -1.3810 -5.3751
C 4.3264 2.8356 0.3917
C -0.9477 1.4257 3.0186
C 1.2821 2.9647 -3.5416
H -0.1357 4.0238 -4.8163
H 2.1314 -4.2718 1.1304
H 5.1311 2.1322 0.6097
H 2.3301 -1.7843 -3.5584
H -2.5572 -1.1379 1.7121
H -3.5985 5.6391 0.0315
H 5.3573 2.1826 -2.2435
H -1.5519 2.9064 -3.2021
H 5.1902 0.3469 -3.9072
H 4.1191 3.4172 1.2873
H 5.7102 4.0439 -0.7966
H 4.1320 3.2853 -2.8961
H 2.3570 0.8621 6.2448
H 1.3585 3.8885 -2.9643
H -4.1010 3.5525 1.2957
H 3.9649 0.0392 4.5129
H -1.9855 -0.8060 3.3367
H 4.3040 1.7524 -4.5276
H 5.0992 -0.1711 -6.2471
H -3.3888 1.4158 2.0885
H -1.6191 1.2885 3.8711
H 0.0682 3.8276 -1.2161
H 3.4827 0.5177 -6.4233
H 0.4364 2.4926 -5.4750
H 3.2467 -0.0255 2.1630
H 3.0002 1.1025 0.4317
H 4.2416 -2.0671 -4.9760
H 4.0299 4.5586 -0.8930
H -3.0702 0.5951 0.5628
H 1.6468 -2.3247 -0.3060
H -0.8856 0.7973 -2.2564
H -1.7105 1.8303 -4.5918
H -0.9460 -2.9027 3.7833
H -1.4622 5.7646 -1.2617
H 1.5237 -0.7535 -4.7549
H -0.0639 0.3175 -3.7576
H -0.9787 2.4858 2.7519
H 3.0036 -1.8640 -6.2162
H 0.8231 -4.5635 3.2417
H 0.0537 1.4627 5.5276
H 2.1939 2.6926 0.0352
H 2.2382 2.8162 -4.0484
*
```

highest occupied orbital energy (alpha / beta)	-17.05 / -17.05	eV
LUMO (alpha / beta)	-8.362 / -8.119	eV
orbital gap (alpha / beta)	8.687 / 8.930	eV

Here are the Löwdin charges for atoms 1 to 4, given in e: atom 1 (Nd): 1.927, atom 2 (P): 0.589, atom 3 (O): -0.452, atom 4 (N): -0.166

---

The following is a quantum chemistry calculation of a molecular structure, C30H42N8OS2SiZr in a non-equilibrium geometry, from the Open Molecules 2025 dataset.

Geometry as ORCA input:
```
! wB97M-V def2-TZVPD RIJCOSX def2/J DEFGRID3
* xyz 2 1
Zr -0.0482 0.0946 -0.6833
S -2.1958 0.7631 -2.2041
S -1.6839 -0.0636 1.2592
Si 3.2373 -0.7849 0.0580
O -4.9778 3.5966 0.6763
N -3.8430 2.1517 -0.6362
N -1.2528 -2.6174 0.3129
N 1.6445 -0.0555 0.4754
N -1.8215 -2.4205 2.4890
N -4.7376 0.2981 -1.7520
N 0.6050 1.9953 0.1935
N 0.4210 -0.6102 -2.7460
N -0.7913 -1.9532 -0.7859
C -0.7604 -2.5631 -1.9263
C -0.0919 -1.8293 -3.0379
C -3.0916 -4.5249 2.0851
C -7.0917 -0.8556 -3.2492
C -1.2861 -3.9398 -2.1127
C -7.3780 4.2411 -3.6648
C -0.7424 3.9878 -0.2843
C -7.8505 4.3077 -2.3581
C -4.9026 3.0970 -0.4098
C 4.2639 -1.2649 1.4969
C 0.3649 3.3037 0.4568
C -6.1008 0.2336 -1.1780
C -1.5458 -1.8256 1.3359
C -1.8573 -3.8755 2.6853
C -3.7346 1.0915 -1.4742
C 0.6932 -1.6156 -5.2825
C 1.2063 -0.3677 -4.9782
C 2.3474 1.9192 1.8322
C 1.0407 0.1051 -3.6938
C -7.0308 3.9275 -1.3084
C -7.1799 0.2897 -2.2459
C -5.7495 3.4546 -1.5721
C 1.1362 3.9602 1.3838
C 2.7967 -2.2951 -0.9341
C -5.2678 3.4040 -2.8766
C 2.1243 3.2596 2.0754
C -6.0849 3.8042 -3.9239
C 4.0822 0.4780 -1.0052
C 0.0333 -2.3526 -4.3038
C 1.5724 1.2974 0.8674
H 2.7165 3.7715 2.8240
H 3.3643 1.0817 -1.5682
H 2.8351 -2.1080 -2.0104
H 0.8016 -2.0195 -6.2808
H -7.1312 1.2481 -2.7616
H -7.9618 -0.8593 -3.9038
H -1.8337 -4.0360 3.7614
H -7.0570 -1.8259 -2.7471
H 3.5138 -3.0938 -0.7247
H 1.8118 -2.6889 -0.6669
H 4.6839 1.1698 -0.4107
H -0.3763 -3.3254 -4.5313
H -1.9639 -4.1847 -1.3019
H -4.5279 -0.4012 -2.4521
H -4.0012 -4.1200 2.5295
H -6.2165 -0.7703 -3.9003
H -8.0177 4.5431 -4.4840
H 3.7624 -2.0085 2.1197
H -6.2231 1.0267 -0.4503
H -4.2488 3.0917 -3.0806
H 4.7565 -0.0006 -1.7198
H -7.3717 3.9912 -0.2825
H 1.4139 1.0806 -3.4054
H 5.1933 -1.7063 1.1255
H -3.1277 -4.3697 1.0073
H -2.0956 -1.8244 3.2533
H -8.8514 4.6666 -2.1590
H -6.1563 -0.7159 -0.6416
H -8.1395 0.2514 -1.7266
H -5.7112 3.7851 -4.9390
H -1.8015 -4.0405 -3.0676
H -0.3619 4.8534 -0.8268
H -1.2139 3.3162 -0.9991
H -3.0178 2.3509 -0.0883
H -0.4659 -4.6642 -2.0908
H -1.4941 4.3556 0.4177
H 3.0839 1.3498 2.3802
H 4.5376 -0.4177 2.1285
H 1.7249 0.2294 -5.7141
H 0.9654 5.0113 1.5726
H -3.0702 -5.5977 2.2778
H -0.9474 -4.2944 2.2610
*
```

highest occupied orbital energy	-13.61	eV
LUMO	-6.654	eV
orbital gap	6.952	eV

Here are the Löwdin charges for atoms 1 to 4, given in e: atom 1 (Zr): 1.423, atom 2 (S): 0.625, atom 3 (S): 0.629, atom 4 (Si): 0.405

---

The following is a quantum chemistry calculation of a molecular structure, C30H43As3CaNOP, from the Open Molecules 2025 dataset.

Geometry as ORCA input:
```
! wB97M-V def2-TZVPD RIJCOSX def2/J DEFGRID3
* xyz 2 1
As 1.9570 -0.2236 2.6313
As -1.6647 -1.5979 1.8904
As 0.7647 -1.2554 6.5965
Ca 0.3519 -0.3233 0.2410
P 1.5997 -2.4131 -1.3246
O 0.6868 0.4481 -2.0641
N 1.7311 1.0745 -1.2943
C 2.8327 -1.7741 -2.5171
C -0.2023 -5.4947 -3.3542
C 4.3646 -2.2132 -4.3398
C -3.1389 -1.3579 3.1341
C 1.8000 -2.0063 3.4435
C 1.9067 1.0369 4.1120
C 2.8839 0.5494 -1.4808
C 0.4641 -3.4297 -2.3054
C -1.3495 -4.8804 -3.8445
C -2.4945 -2.8574 0.6478
C 0.7875 -3.9060 4.6154
C 4.5333 -4.1500 0.9425
C -0.4926 -2.9305 2.7568
C -1.5950 -3.5431 -3.5656
C 3.3404 -0.4734 -2.4314
C 3.8731 -3.3369 0.0294
C 3.8701 -5.2154 1.5355
C -0.3701 0.2557 7.1186
C 2.5364 -3.5834 -0.2915
C -0.2415 -1.6350 4.9148
C -0.6957 -2.8244 -2.7914
C 4.8834 -0.9328 -4.2280
C 3.8787 -0.2846 2.3105
C 3.3615 -2.6308 -3.4792
C 1.8748 -4.6542 0.3113
C 4.3889 -0.0765 -3.2629
C 2.5433 -5.4724 1.2112
C -0.0968 -2.5848 7.7467
C 0.4522 -2.5728 3.9219
C 0.7053 -4.7742 -2.5924
H 2.0303 -6.3224 1.6488
H 2.4823 -1.9830 4.2890
H 3.6488 1.0463 -0.8900
H -1.2145 -2.0499 5.1958
H 0.0789 -3.3854 1.9457
H 0.3413 -3.5716 7.6021
H -1.1726 -2.6306 7.5635
H -0.1096 -4.3449 5.0649
H -0.0161 -6.5421 -3.5640
H -1.7685 -3.1998 -0.0869
H 2.4073 1.9469 3.8018
H -2.4881 -3.0623 -3.9493
H 4.2310 0.6896 1.9814
H 4.8036 0.9232 -3.1649
H 0.2322 1.1923 -2.4916
H 4.7533 -2.8976 -5.0872
H -2.8772 -3.7172 1.1894
H 5.6802 -0.6034 -4.8845
H 1.5837 -5.2701 -2.1936
H -0.1675 1.1240 6.4914
H -2.8895 -0.6324 3.8989
H 2.9862 -3.6387 -3.5567
H 2.4180 0.6159 4.9691
H -0.1419 0.5267 8.1489
H 4.3919 -5.8587 2.2355
H 1.2003 -4.6226 3.8998
H 0.8831 1.2790 4.3827
H -1.1873 -3.6929 3.1031
H -3.9986 -1.0016 2.5767
H 0.8443 -4.8780 0.0472
H 4.3977 -0.5528 3.2250
H 4.4061 -2.5237 -0.4443
H -3.3802 -2.3090 3.5958
H -2.0551 -5.4469 -4.4429
H 4.1004 -1.0291 1.5480
H -0.4300 -0.6670 4.4459
H 2.2352 -2.6853 2.7039
H -3.3187 -2.3776 0.1275
H 1.5296 -3.7550 5.4048
H -1.4288 -0.0018 7.0496
H 0.0718 -2.2902 8.7819
H 5.5740 -3.9606 1.1770
H -0.8881 -1.7737 -2.5879
*
```

highest occupied orbital energy	-13.00	eV
LUMO	-5.641	eV
orbital gap	7.362	eV

Here are the Löwdin charges for atoms 1 to 4, given in e: atom 1 (As): 1.041, atom 2 (As): 1.030, atom 3 (As): 1.124, atom 4 (Ca): 1.002

---

The following is a quantum chemistry calculation of a molecular structure, C30H43AuN2OP2 in a non-equilibrium geometry, from the Open Molecules 2025 dataset.

Geometry as ORCA input:
```
! wB97M-V def2-TZVPD RIJCOSX def2/J DEFGRID3
* xyz 2 1
Au -0.3284 0.2264 -0.1264
P 0.0859 -0.0903 2.2629
P 0.1089 -0.1417 -2.4941
O -2.4311 -1.1533 0.1040
N -2.1692 1.5368 -0.0416
N 1.8431 -0.2418 -0.0479
C 3.5978 -1.6466 -0.9353
C -2.0101 2.8386 -0.2731
C 0.1300 -1.8458 2.8869
C 2.2740 -1.6643 -3.3775
C 2.5216 0.2296 1.0160
C 3.8724 0.6381 0.9424
C 2.3926 -0.9148 -1.0729
C 3.8958 1.0775 3.3019
C -0.9947 -1.4348 -3.2321
C -0.8011 1.7540 -4.3487
C -3.0691 3.7228 -0.2805
C 4.5459 1.0382 2.0725
C 1.7115 -0.9802 -2.3124
C 1.5237 2.0477 -3.4115
C -3.5517 -0.4059 0.5260
C 0.9637 -2.7075 1.9437
C -3.3857 1.0510 0.1817
C -2.4576 -0.9939 -3.1042
C -0.7841 0.9233 3.5614
C 0.4661 1.0523 -3.8764
C 2.5428 0.7753 3.3765
C -0.6213 0.5085 5.0243
C 4.1319 -2.3240 -2.0035
C -4.3501 3.2225 -0.0887
C 3.4915 -2.3170 -3.2389
C -1.2689 -2.4266 3.0794
C -0.7641 -2.7382 -2.4711
C -4.5107 1.8690 0.1383
C 1.8423 0.3664 2.2551
C -0.4353 2.3936 3.3272
H 0.3770 0.6986 5.4067
H -2.6407 -2.0922 0.1530
H -1.9576 -1.7065 3.5173
H -1.4834 -3.4851 -2.7944
H 0.5674 2.6263 3.6778
H 1.7578 -1.6921 -4.3258
H 2.0024 -2.3810 1.9238
H 4.3530 0.6620 -0.0246
H 0.9463 -3.7420 2.2811
H 0.6394 -1.7737 3.8585
H 4.0684 -1.6967 0.0359
H -0.8572 -0.5399 5.1863
H -1.4690 1.0649 -4.8586
H -2.6071 -0.4093 -2.1982
H -1.8433 0.7830 3.2926
H -5.2068 3.8758 -0.1207
H 1.1344 2.6818 -2.6157
H -5.4875 1.4406 0.2946
H 2.0405 0.8536 4.3269
H -0.8947 -2.5662 -1.4028
H 0.5671 -2.6715 0.9274
H -1.1340 3.0319 3.8629
H 4.4311 1.3702 4.1925
H -3.6738 -0.4821 1.6172
H -0.5389 2.5423 -5.0524
H 1.8183 2.6883 -4.2406
H -3.0914 -1.8752 -3.0419
H 2.4151 1.5355 -3.0488
H 5.5814 1.3345 2.0027
H 5.0517 -2.8739 -1.8757
H -1.6765 -2.7688 2.1317
H 0.8775 0.4366 -4.6898
H -1.3302 2.2069 -3.5102
H -0.7319 -1.5608 -4.2888
H -0.9989 3.1687 -0.4598
H -1.2146 -3.2853 3.7452
H 0.2333 -3.1398 -2.6354
H -0.4897 2.6359 2.2642
H -1.3114 1.0995 5.6240
H 3.9266 -2.8320 -4.0801
H -4.4730 -0.7771 0.0610
H -2.8951 4.7737 -0.4341
H -2.7931 -0.4030 -3.9501
*
```

highest occupied orbital energy (alpha / beta)	-12.78 / -12.58	eV
LUMO (alpha / beta)	-7.700 / -7.935	eV
orbital gap (alpha / beta)	5.075 / 4.643	eV

Here are the Löwdin charges for atoms 1 to 4, given in e: atom 1 (Au): 0.936, atom 2 (P): 1.067, atom 3 (P): 1.043, atom 4 (O): -0.173

---

Calculated molar mass in order - 950.565; 548.931; 691.928; 714.165; 729.498; 706.602 g mol⁻¹
Calculated DFT total energy in order - -109627.1379; -62883.0382; -68817.8032; -76581.7962; -245575.2639; -59092.0790 eV